Here is a molecular structure, C33H29ClGeHgN2O9P2 from the OMol25 dataset. Energies are from ωB97M-V/def2-TZVPD.

Values from the calculation:
electronic energy	-147902.12582	eV
LUMO level	4.00	eV
total charge	-2
relative energy (zero: lowest compared OMol25 entry of this formula, charge and spin)	44.84	kJ/mol
spin multiplicity	1
frontier orbital gap	7.0	eV
HOMO energy	-3.023	eV

Cartesian coordinates (Å):
Hg 0.955507 -0.534775 0.936789
O 2.798791 -1.760693 -0.905559
P 3.241339 -2.666061 0.416252
O 4.014404 -3.834668 -0.054617
O 1.979622 -2.818204 1.208949
O 4.261545 -1.637586 1.142201
P 3.989017 -0.435817 2.228564
O 4.394177 0.852137 1.353889
O 4.909424 -0.588952 3.366222
O 2.492607 -0.375195 2.525345
H 3.607734 -1.525369 -1.378823
H 3.684616 0.984579 0.674313
N 0.035326 -1.023012 4.063852
C -0.521529 0.070112 4.647226
C -1.380576 -0.007566 5.732604
C -1.929673 1.142473 6.317137
C -1.574289 2.393906 5.889338
C -0.692192 2.526210 4.792052
C -0.220908 3.770498 4.316559
C 0.562116 3.815597 3.198368
C 0.816134 2.619487 2.498231
N 0.429110 1.450574 2.933444
C -0.242327 1.371105 4.103424
H -0.083702 -1.907953 4.522814
H 0.920665 -0.892735 3.576597
H -1.621827 -0.982109 6.142800
H -2.623995 1.029538 7.142073
H -1.965508 3.281503 6.373344
H -0.485962 4.674570 4.854329
H 0.962273 4.750245 2.827846
H 1.343051 2.629286 1.550458
Cl 2.608703 4.428406 -5.135441
C 2.445727 3.471582 -3.674420
C 3.532739 2.696701 -3.250620
C 3.431576 1.964071 -2.100276
C 2.233647 1.937815 -1.309704
O 2.198318 1.254087 -0.239876
C 1.144901 2.759485 -1.777953
C -0.110945 2.857045 -1.058138
O -0.446072 2.280963 -0.044881
C 1.284435 3.507330 -2.953743
H 4.444898 2.690705 -3.833987
H 4.264158 1.367079 -1.746421
H -0.823838 3.581657 -1.519753
H 0.453932 4.118243 -3.289864
C -2.491438 -2.077358 1.424958
Ge -1.145962 -1.577258 0.027479
C -1.076179 -3.310046 -0.984174
C 0.106664 -4.008062 -1.215241
C 0.099434 -5.248919 -1.840582
C -1.095206 -5.816855 -2.256562
C -2.283484 -5.127645 -2.048985
C -2.266367 -3.890719 -1.421913
C -2.220594 -0.498494 -1.273197
C -3.492135 -0.086144 -0.964376
C -4.239882 0.744183 -1.824294
C -3.704484 1.179057 -3.003240
C -2.404093 0.770561 -3.384617
C -1.816299 1.199089 -4.599058
C -0.559787 0.795297 -4.955630
C 0.165101 -0.069200 -4.113286
C -0.374851 -0.496772 -2.932873
C -1.667436 -0.085094 -2.521390
H -3.381706 -2.518765 0.972324
H -2.787754 -1.221158 2.033823
H -2.046571 -2.816978 2.092051
H 1.044779 -3.599250 -0.880259
H 1.036764 -5.773426 -1.983846
H -1.107512 -6.789088 -2.736880
H -3.223169 -5.565027 -2.370159
H -3.205524 -3.365557 -1.270806
H -3.936416 -0.389229 -0.022925
H -5.240918 1.047273 -1.536880
H -4.260864 1.839484 -3.660323
H -2.385994 1.862533 -5.242500
H -0.112609 1.145303 -5.878623
H 1.161269 -0.382282 -4.400784
H 0.196075 -1.155752 -2.288206

Atomic forces in eV per Å
-0.814 -0.123 -0.180
0.144 -0.038 0.243
0.124 -0.363 -0.151
0.110 -0.036 -0.005
0.210 -0.082 -0.225
-0.314 0.199 0.335
0.623 -0.193 -0.062
-0.449 -0.252 -0.131
0.006 0.050 0.066
0.091 0.114 -0.348
-0.174 0.006 -0.019
0.118 0.209 0.130
0.142 0.033 -0.206
-0.244 0.055 0.202
0.056 -0.158 -0.148
0.071 0.217 -0.006
-0.106 -0.027 0.217
0.064 -0.255 -0.134
0.040 0.018 -0.135
-0.138 0.081 0.166
0.131 -0.070 -0.029
0.092 -0.023 0.043
-0.228 0.315 0.107
0.043 -0.015 0.020
0.062 -0.056 0.034
-0.001 -0.012 -0.029
0.023 0.008 0.021
0.031 0.013 -0.005
-0.019 0.007 -0.006
-0.030 0.006 -0.035
0.021 -0.035 0.081
-0.024 0.062 -0.131
0.081 0.058 -0.109
-0.130 0.014 0.086
-0.072 -0.094 -0.026
-0.064 0.177 -0.037
0.146 0.041 0.185
0.490 -0.414 0.109
-0.360 0.163 0.007
-0.052 -0.032 -0.142
-0.078 -0.044 0.082
0.009 0.007 0.002
-0.005 0.006 -0.004
0.012 -0.036 -0.078
-0.021 -0.002 -0.007
0.261 0.228 -0.005
-0.669 -0.280 -0.139
0.348 0.164 0.216
-0.036 -0.052 0.014
0.014 -0.073 -0.050
-0.009 0.032 0.004
-0.004 -0.084 -0.044
-0.140 0.168 0.048
0.109 0.087 0.260
0.133 -0.129 0.158
-0.057 0.121 -0.195
-0.097 -0.036 0.099
0.138 -0.107 0.082
0.022 0.047 -0.093
-0.115 0.082 -0.008
0.088 -0.051 0.058
0.113 0.027 0.037
-0.020 0.112 -0.131
0.029 0.019 -0.069
0.026 0.034 -0.022
0.074 0.006 -0.043
0.106 0.046 0.069
0.005 0.015 -0.011
0.019 0.004 0.001
-0.011 0.048 -0.001
0.001 0.001 -0.006
-0.008 0.036 0.011
0.013 0.017 0.004
-0.009 -0.013 -0.002
0.017 0.002 0.001
-0.019 0.002 0.004
0.001 -0.012 0.052
0.058 0.038 -0.046